39
Properties=species:S:1:pos:R:3:mulliken_charge:R:1 method="wB97M-V/def2-TZVPD" homo_ev=-6.6 molar_mass_da=422.7 charge=-1 orbital_gap_ha=0.297 spin_multiplicity=1
C -0.504 1.380 -2.163 0.572
O -0.262 3.846 -4.390 -0.498
C -0.499 4.034 -5.685 0.612
H 0.971 -3.427 4.125 0.272
C -1.514 -2.604 2.116 -0.804
O -0.337 1.740 -5.472 -0.487
O -0.649 5.104 -6.207 -0.606
C -0.547 2.697 -6.372 0.607
S -4.856 -0.799 2.509 0.130
C 1.850 1.137 2.117 -1.011
N -3.968 -2.189 2.606 -0.741
H 1.916 0.635 3.118 0.245
H 2.480 -2.477 4.556 0.227
O 1.101 -3.829 0.636 -0.555
O 1.849 1.055 -1.692 -0.667
H -1.311 1.334 1.225 0.244
O -0.742 2.508 -7.542 -0.606
H 0.985 -1.612 4.112 0.242
O 2.044 -2.609 2.534 -0.518
C 1.583 -2.524 3.894 -0.636
H 2.017 -4.162 0.621 0.300
H 1.088 1.942 2.231 0.306
H 2.798 -0.666 0.210 0.206
C -0.175 -0.530 1.405 0.847
C -2.732 -1.802 2.226 0.662
H 2.867 1.503 1.869 0.256
O 2.002 -0.205 -0.123 -0.643
C -1.341 0.262 1.468 -0.877
B 1.005 -2.867 1.629 0.807
C -2.593 -0.371 1.869 0.735
C -0.323 -1.977 1.732 -0.112
O -1.151 1.925 -3.183 -0.619
B -0.143 2.391 -4.159 1.130
O 1.176 2.052 -3.590 -0.631
N -3.764 0.320 1.992 -0.714
C 0.973 1.456 -2.413 0.651
H -1.523 -3.678 2.364 0.379
O -1.031 0.903 -1.194 -0.539
B 1.260 0.106 1.022 0.836